[1]
Computed, not measured: 3 unconnected molecules or ions with the total composition C5H13NO2 at a distorted geometry, with wB97M-V/def2-TZVPD.

CARTESIAN COORDINATES (ANGSTROEM)
C1 -0.345 -0.368 -1.243
C2 -1.683 0.121 -0.817
C3 -2.269 0.124 0.464
C4 -3.259 0.843 1.065
N1 0.204 -1.391 -0.419
C5 1.675 -1.465 -0.616
O1 2.364 -0.264 -0.538
H1 -0.558 -0.841 -2.263
H2 0.319 0.521 -1.498
H3 -2.370 0.451 -1.694
H4 2.070 0.516 0.493
H5 -1.633 -0.520 1.160
H6 -3.299 0.721 2.120
H7 -3.826 1.466 0.511
H8 0.085 -1.044 0.490
H9 1.870 -2.012 -1.583
H10 1.946 -2.158 0.234
H11 2.464 4.621 1.834
H12 2.682 4.848 1.128
H13 1.440 1.883 1.301
O2 1.721 0.984 1.485

Results
- electronic energy (a.u.) = -403.2859
- 2S+1 = 1
- HOMO level (eV) = -7.9
- net charge = 0
- ΔE to the lowest compared entry with this formula, charge and spin (kcal/mol) = 182.4

Atom charges from the Löwdin analysis, given in e for atoms 1 to 2: atom 1 (C): -0.253, atom 2 (C): 0.076

---

[2]
Computed, not measured: a molecular structure, C38H46AsAuF5N5PSe at a distorted geometry, with wB97M-V/def2-TZVPD.

CARTESIAN COORDINATES (ANGSTROEM)
Au1 0.311 -0.138 0.466
N1 -2.672 2.707 0.641
C1 -2.264 3.881 0.220
N2 -1.645 4.657 1.184
N3 -2.473 4.390 -1.014
C2 -3.310 3.801 -1.830
N4 -3.939 3.333 -2.673
H1 -2.485 2.415 1.600
H2 -3.003 2.111 -0.098
H3 -1.190 4.128 1.910
H4 -1.221 5.530 0.933
F1 3.336 4.940 6.716
C3 2.312 4.334 6.086
C4 1.718 4.936 4.961
F2 2.022 6.150 4.462
C5 0.876 4.170 4.161
F3 0.474 4.764 2.992
C6 0.462 2.877 4.490
Se1 -0.605 1.722 3.479
C7 0.957 2.429 5.725
F4 0.547 1.229 6.172
C8 1.826 3.150 6.501
F5 2.315 2.539 7.607
C9 -3.709 -0.045 -6.909
C10 -3.009 -0.567 -5.625
C11 -2.600 0.278 -4.577
C12 -2.042 -0.280 -3.388
C13 -1.428 0.804 -2.500
C14 -2.046 -1.646 -3.143
As1 -1.831 -2.446 -1.302
N5 -1.496 -0.976 -0.130
C15 -2.616 -0.729 0.614
C16 -3.852 -0.476 0.008
C17 -4.902 0.084 0.739
C18 -4.709 0.367 2.111
C19 -3.523 0.010 2.744
C20 -2.482 -0.511 1.994
C21 0.007 -3.172 -1.268
C22 0.199 -4.031 -0.190
C23 -0.915 -4.445 0.783
C24 1.431 -4.622 0.055
C25 2.535 -4.392 -0.761
C26 3.858 -5.000 -0.418
C27 2.335 -3.497 -1.822
C28 1.103 -2.870 -2.098
C29 1.024 -2.051 -3.293
C30 -2.495 -2.477 -4.191
C31 -2.473 -3.987 -3.962
C32 -2.907 -1.953 -5.435
H5 -3.205 -0.522 -7.757
H6 -3.689 0.966 -6.985
H7 -4.764 -0.391 -6.861
H8 -2.685 1.360 -4.705
H9 -1.209 1.674 -3.149
H10 -0.485 0.513 -2.075
H11 -2.196 1.060 -1.693
H12 -3.874 -0.587 -1.098
H13 -5.816 0.345 0.320
H14 -5.526 0.752 2.735
H15 -3.359 0.292 3.768
H16 -1.532 -0.742 2.505
H17 -1.630 -5.127 0.280
H18 -1.552 -3.642 1.146
H19 -0.636 -4.921 1.720
H20 1.598 -5.281 0.900
H21 4.582 -4.496 -1.068
H22 3.924 -6.097 -0.521
H23 4.182 -4.912 0.639
H24 3.161 -3.194 -2.391
H25 0.514 -1.105 -3.064
H26 0.507 -2.393 -4.213
H27 2.023 -1.751 -3.623
H28 -3.236 -4.400 -3.254
H29 -1.519 -4.196 -3.446
H30 -2.426 -4.525 -4.909
H31 -3.146 -2.640 -6.301
C33 3.859 3.135 1.694
C34 2.632 2.534 1.051
P1 2.306 0.682 1.232
C35 2.664 0.210 2.997
C36 4.150 -0.043 3.456
C37 3.724 -0.015 0.302
C38 3.492 0.154 -1.225
H32 4.789 2.793 1.207
H33 3.842 2.897 2.774
H34 3.811 4.226 1.634
H35 2.572 2.679 -0.040
H36 1.752 3.003 1.477
H37 2.022 -0.652 3.160
H38 2.079 0.966 3.609
H39 4.542 -0.959 2.919
H40 4.290 -0.083 4.556
H41 4.856 0.704 3.073
H42 3.914 -1.064 0.587
H43 4.639 0.588 0.647
H44 2.394 0.039 -1.477
H45 4.167 -0.428 -1.822
H46 3.694 1.165 -1.437

Results
- electronic energy (a.u.) = -7363.0269
- 2S+1 = 1
- HOMO level (eV) = -4.8
- net charge = -1
- ΔE to the lowest compared entry with this formula, charge and spin (kcal/mol) = 16.1

Atom charges from the Löwdin analysis, given in e for atoms 1 to 2: atom 1 (Au): 0.680, atom 2 (N): 0.209

---

Number 1: lowest unoccupied orbital energy -3.52 eV. Number 2: lowest unoccupied orbital energy 2.18 eV.